Density functional theory data (ωB97M-V with the def2-TZVPD basis set) for a structure of composition C33H64As3F2I2NO10P2V in a non-equilibrium geometry.

Positions of all 118 atoms, in Å:
V (-19.684, -4.857, -8.331)
I (-17.518, -6.797, -12.324)
C (-15.902, -5.536, -12.852)
I (-16.325, -3.464, -13.042)
H (-15.561, -5.894, -13.751)
H (-15.110, -5.699, -12.125)
C (-20.797, -3.704, -13.214)
C (-21.036, -5.111, -12.780)
C (-21.418, -6.023, -13.920)
O (-22.248, -5.221, -11.845)
P (-22.330, -4.927, -10.299)
O (-20.936, -4.487, -9.805)
C (-22.941, -6.381, -9.381)
P (-21.551, -7.403, -8.816)
O (-20.557, -6.584, -8.004)
O (-22.010, -8.628, -8.007)
C (-21.556, -8.918, -6.649)
C (-22.443, -10.067, -6.089)
C (-20.077, -9.403, -6.730)
O (-20.839, -7.947, -10.080)
C (-21.140, -9.301, -10.753)
C (-22.551, -9.259, -11.328)
C (-20.050, -9.515, -11.872)
O (-23.338, -3.784, -10.076)
C (-24.286, -2.965, -10.879)
C (-23.598, -1.974, -11.742)
C (-25.267, -3.887, -11.526)
H (-19.804, -3.808, -13.661)
H (-20.791, -2.977, -12.420)
H (-21.446, -3.511, -14.078)
H (-20.175, -5.404, -12.223)
H (-22.389, -5.666, -14.338)
H (-21.455, -6.981, -13.462)
H (-20.631, -5.987, -14.711)
H (-23.493, -7.080, -10.024)
H (-23.591, -6.078, -8.549)
H (-21.602, -8.034, -6.072)
H (-22.192, -10.949, -6.690)
H (-23.543, -9.853, -6.093)
H (-22.192, -10.148, -5.057)
H (-19.951, -10.304, -7.354)
H (-19.677, -9.598, -5.785)
H (-19.478, -8.621, -7.177)
H (-21.012, -10.040, -9.997)
H (-22.743, -8.437, -12.049)
H (-23.201, -9.305, -10.503)
H (-22.835, -10.208, -11.896)
H (-20.171, -8.892, -12.743)
H (-20.131, -10.540, -12.209)
H (-19.053, -9.373, -11.429)
H (-24.784, -2.408, -10.084)
H (-23.320, -2.370, -12.706)
H (-22.819, -1.367, -11.305)
H (-24.344, -1.310, -12.064)
H (-24.670, -4.665, -12.058)
H (-25.924, -3.262, -12.093)
H (-25.846, -4.462, -10.824)
C (-22.229, -5.124, -5.330)
As (-21.537, -3.788, -6.574)
C (-23.247, -3.110, -7.172)
C (-20.926, -2.457, -5.259)
C (-20.457, -1.053, -5.633)
C (-20.186, -0.377, -4.322)
C (-19.167, -1.032, -6.551)
As (-19.292, -2.150, -8.212)
C (-17.821, -1.439, -9.313)
C (-20.637, -1.484, -9.416)
C (-21.618, -0.304, -6.459)
As (-21.181, 1.648, -6.841)
C (-22.835, 2.435, -6.171)
C (-21.550, 1.781, -8.726)
H (-23.286, -5.084, -5.099)
H (-21.602, -4.893, -4.386)
H (-21.912, -6.085, -5.594)
H (-23.774, -2.987, -6.213)
H (-23.645, -3.912, -7.762)
H (-23.183, -2.207, -7.794)
H (-20.129, -3.042, -4.737)
H (-21.758, -2.383, -4.541)
H (-19.577, -1.051, -3.715)
H (-21.048, -0.263, -3.626)
H (-19.709, 0.608, -4.384)
H (-18.282, -1.394, -6.033)
H (-19.034, -0.052, -6.985)
H (-18.109, -0.500, -9.680)
H (-17.726, -2.148, -10.203)
H (-16.936, -1.377, -8.674)
H (-20.550, -0.383, -9.340)
H (-21.622, -1.768, -9.113)
H (-20.376, -1.678, -10.449)
H (-22.650, -0.272, -5.820)
H (-21.726, -0.869, -7.370)
H (-22.750, 3.447, -5.763)
H (-23.185, 1.871, -5.343)
H (-23.514, 2.455, -7.032)
H (-20.685, 1.445, -9.309)
H (-21.699, 2.892, -8.967)
H (-22.446, 1.185, -9.112)
O (-16.456, -3.837, -8.263)
C (-16.789, -4.913, -8.635)
O (-18.130, -5.089, -9.137)
C (-16.027, -6.233, -8.562)
C (-14.718, -6.192, -8.129)
C (-14.023, -7.395, -7.921)
C (-14.653, -8.613, -8.181)
C (-15.954, -8.673, -8.593)
C (-16.685, -7.472, -8.772)
N (-13.964, -9.874, -7.838)
O (-13.137, -9.804, -6.951)
O (-14.329, -10.800, -8.503)
H (-14.274, -5.238, -8.034)
H (-13.011, -7.396, -7.497)
H (-16.450, -9.622, -8.662)
H (-17.740, -7.466, -8.975)
F (-19.672, -5.561, -5.408)
C (-18.837, -5.250, -6.387)
F (-18.100, -4.115, -6.048)
H (-18.092, -6.069, -6.436)

Properties
orbital gap (spin up / spin down)	0.2405 / 0.2675	Eh
energy above the lowest of the compared OMol25 structures with the same formula, charge and spin	35.68	kcal per mole
total charge	+2
multiplicity	2
maximum force	0.05836	hartree/bohr
<S²>	0.793
HOMO (spin up / spin down)	-12.522 / -12.521	eV

Density functional theory data (ωB97M-V with the def2-TZVPD basis set) for a cluster of 2 separate species, CH3NO2S in total in a non-equilibrium geometry.

Positions of all 8 atoms, in Å:
C (-1.426, -0.338, -0.203)
N (-1.967, -1.240, -0.743)
O (-1.078, 0.648, 0.308)
O (1.558, 1.181, 0.207)
S (2.144, -0.632, 0.086)
H (-1.745, -2.174, -1.004)
H (0.576, 1.087, 0.297)
H (1.938, 1.468, 1.052)

Properties
orbital gap (spin up / spin down)	0.2675 / 0.2661	Eh
energy above the lowest of the compared OMol25 structures with the same formula, charge and spin	3.50	kcal per mole
multiplicity	3
maximum force	0.09500	hartree/bohr
<S²>	2.004
HOMO (spin up / spin down)	-6.665 / -8.434	eV

Density functional theory data (ωB97M-V with the def2-TZVPD basis set) for the molecule CH5N3O3 in a non-equilibrium geometry.

Positions of all 12 atoms, in Å:
C (-2.029, 0.102, -0.381)
N (1.060, 0.541, 0.424)
N (-0.127, -0.669, 0.798)
N (2.302, 0.192, -0.033)
O (2.512, -1.014, -0.135)
O (3.128, 1.085, -0.252)
O (-0.959, -0.835, -0.221)
H (-1.905, 1.187, -0.404)
H (-2.750, -0.283, 0.280)
H (-2.446, -0.316, -1.285)
H (0.701, 1.434, 0.479)
H (0.513, -1.424, 0.732)

Properties
orbital gap	0.3953	Eh
energy above the lowest of the compared OMol25 structures with the same formula, charge and spin	126.36	kcal per mole
multiplicity	1
maximum force	0.09708	hartree/bohr
structure (SMILES)	CONN[N+](=O)[O-]
HOMO	-10.116	eV

Density functional theory data (ωB97M-V with the def2-TZVPD basis set) for a cluster of 2 separate species, C2H2ClO2P in total in a non-equilibrium geometry.

Positions of all 8 atoms, in Å:
C (0.147, 0.156, -0.260)
C (1.093, -0.077, 1.654)
O (-0.014, -0.846, -1.008)
O (-2.448, -0.241, -1.176)
P (-1.543, -1.163, -1.886)
Cl (-0.362, 1.646, -0.759)
H (1.026, 0.951, 2.206)
H (2.101, -0.425, 1.228)

Properties
orbital gap (spin up / spin down)	0.1918 / 0.1902	Eh
energy above the lowest of the compared OMol25 structures with the same formula, charge and spin	156.58	kcal per mole
multiplicity	1
maximum force	0.12081	hartree/bohr
HOMO (spin up / spin down)	-7.257 / -7.220	eV

Density functional theory data (ωB97M-V with the def2-TZVPD basis set) for a structure of composition C20H35N2O5SiW in a non-equilibrium geometry.

Positions of all 64 atoms, in Å:
W (0.138, 0.916, -0.198)
C (3.251, 0.466, -0.277)
C (2.813, 0.445, 1.166)
O (1.690, 1.373, 1.242)
C (1.160, 1.546, 2.592)
C (0.055, 0.541, 2.801)
O (-0.866, 0.762, 1.696)
C (-2.051, -0.087, 1.760)
C (-2.889, 0.275, 0.554)
O (-2.000, 0.472, -0.579)
C (-2.255, -0.331, -1.756)
C (-1.495, 0.371, -2.850)
O (-0.117, 0.555, -2.411)
C (0.816, -0.447, -2.911)
C (2.178, 0.008, -2.457)
O (2.038, 0.291, -1.046)
H (3.930, -0.360, -0.488)
H (3.722, 1.413, -0.552)
H (3.607, 0.806, 1.819)
H (2.480, -0.553, 1.454)
H (0.789, 2.567, 2.645)
H (1.972, 1.417, 3.306)
H (-0.475, 0.724, 3.736)
H (0.402, -0.493, 2.750)
H (-2.581, 0.135, 2.686)
H (-1.726, -1.127, 1.733)
H (-3.440, 1.203, 0.695)
H (-3.590, -0.528, 0.333)
H (-3.324, -0.325, -1.964)
H (-1.893, -1.345, -1.580)
H (-1.892, 1.369, -3.027)
H (-1.500, -0.198, -3.778)
H (0.756, -0.463, -3.998)
H (0.565, -1.417, -2.482)
H (2.514, 0.908, -2.978)
H (2.907, -0.791, -2.590)
C (1.893, -4.776, 0.437)
Si (0.112, -4.225, 0.485)
C (-0.899, -4.919, -0.925)
C (-0.709, -4.502, 2.142)
C (0.137, -2.350, 0.249)
C (0.144, -1.134, 0.115)
H (1.949, -5.856, 0.586)
H (2.479, -4.308, 1.230)
H (2.368, -4.559, -0.521)
H (-0.956, -6.006, -0.848)
H (-0.448, -4.684, -1.892)
H (-1.922, -4.538, -0.916)
H (-0.759, -5.571, 2.358)
H (-1.733, -4.125, 2.169)
H (-0.142, -4.035, 2.949)
N (0.970, 2.819, -1.270)
C (0.021, 3.698, -0.626)
C (-0.063, 5.062, -0.747)
C (-1.044, 5.706, 0.003)
C (-1.865, 4.955, 0.830)
C (-1.697, 3.581, 0.888)
N (-0.769, 2.956, 0.155)
H (1.926, 3.147, -1.138)
H (0.805, 2.773, -2.275)
H (0.606, 5.611, -1.396)
H (-1.159, 6.780, -0.057)
H (-2.629, 5.428, 1.432)
H (-2.309, 2.971, 1.538)

Properties
orbital gap (spin up / spin down)	0.2640 / 0.2635	Eh
total charge	+3
multiplicity	1
maximum force	0.02082	hartree/bohr
HOMO (spin up / spin down)	-16.741 / -16.744	eV